Record 1
Below is a molecular structure, C2H3FNaOP, with properties calculated with wB97M-V/def2-TZVPD.

Cartesian coordinates (Å):
C: 0.448 0.049 0.540
H: 1.336 -0.575 -1.401
C: 1.474 -0.508 -0.319
H: 2.511 -0.505 0.023
Na: -4.485 1.467 -0.068
P: -1.460 0.254 -1.274
H: 0.720 0.589 1.451
F: -1.113 0.533 0.573
O: 0.569 -1.304 0.476

Summary:
- strongest force on any atom (eV Å⁻¹) = 3.4
- multiplicity = 2
- <S²> = 0.753
- HOMO energy (alpha / beta) (eV) = -11.44 / -11.03
- calculated total energy (eV) = -20580.8399
- relative energy (zero: lowest compared OMol25 entry of this formula, charge and spin) (kJ/mol) = 117.77
- charge = +1

=====

Record 2
Below is a molecular structure, CH3NO2P, with properties calculated with wB97M-V/def2-TZVPD.

Cartesian coordinates (Å):
P: -0.058 -0.944 -0.194
O: 3.258 0.783 0.023
H: 0.704 1.603 -0.699
H: -1.152 -0.173 0.008
O: 2.378 -1.233 0.101
H: 0.085 -1.193 1.174
N: 1.030 0.419 -0.305
C: 2.343 0.022 0.006

Summary:
- strongest force on any atom (eV Å⁻¹) = 5.7
- multiplicity = 1
- HOMO energy (eV) = -3.88
- calculated total energy (eV) = -15959.7352
- relative energy (zero: lowest compared OMol25 entry of this formula, charge and spin) (kJ/mol) = 112.64
- charge = -1

=====

Record 3
Below is a single C6H12O molecule, with properties calculated with wB97M-V/def2-TZVPD.

Cartesian coordinates (Å):
H: 1.526 -3.002 0.305
C: -1.004 0.898 0.093
H: -0.379 -1.686 -0.289
C: 0.436 0.392 0.022
H: -2.278 0.087 1.769
H: 0.838 0.489 1.047
H: 2.371 1.131 -0.616
C: 1.497 -1.901 0.374
H: -1.070 1.880 0.557
C: -2.075 0.025 0.696
H: -1.449 1.082 -0.906
H: 0.728 -1.106 -1.487
H: 1.067 2.368 -0.649
O: 2.234 -1.424 1.215
H: -2.181 -1.053 0.474
H: 1.041 1.408 -1.868
C: 1.315 1.305 -0.805
C: 0.526 -1.060 -0.401
H: -3.142 0.166 0.467

Summary:
- strongest force on any atom (eV Å⁻¹) = 3.3
- multiplicity = 1
- SMILES = CC[C@H](C)CC=O
- HOMO energy (eV) = -9.79
- calculated total energy (eV) = -8462.8403
- relative energy (zero: lowest compared OMol25 entry of this formula, charge and spin) (kJ/mol) = 146.04
- charge = 0

=====

Record 4
Below is 15 unconnected molecules or ions with the total composition C60H108O27, with properties calculated with wB97M-V/def2-TZVPD.

Cartesian coordinates (Å):
H: 22.533 12.998 5.927
H: 32.027 14.775 12.482
C: 31.842 1.387 8.402
H: 16.524 3.955 15.783
C: 27.983 8.816 -1.950
C: 29.890 -0.463 1.105
H: 16.473 3.177 7.699
H: 23.782 -2.421 8.713
H: 29.644 12.675 10.734
O: 28.306 7.132 18.921
O: 18.708 3.165 14.300
C: 27.137 6.059 7.818
H: 30.780 1.429 8.645
C: 24.912 6.620 8.114
H: 28.554 -0.195 -0.601
O: 25.082 6.017 6.791
H: 27.563 -2.725 0.345
H: 24.630 5.834 8.815
H: 30.920 12.213 12.664
C: 16.000 5.270 7.326
C: 32.633 1.532 9.662
C: 26.304 7.093 8.496
C: 29.486 -2.665 1.331
H: 23.973 3.597 -1.129
O: 21.973 1.664 -1.335
H: 30.488 0.259 0.549
H: 24.436 -0.074 5.625
H: 28.994 9.043 18.406
C: 21.220 13.268 4.133
H: 22.826 2.424 -2.929
H: 18.125 5.610 4.821
H: 24.215 14.317 12.433
O: 28.399 15.269 2.992
H: 29.734 7.808 16.514
H: 22.720 -3.241 7.550
H: 31.706 11.097 11.667
H: 17.223 2.387 13.263
C: 32.808 12.978 11.731
C: 18.755 4.500 14.258
H: 29.447 5.395 18.215
H: 23.152 15.050 13.697
H: 30.298 14.390 0.063
C: 23.457 14.132 13.195
C: 17.867 4.086 6.369
H: 36.271 9.809 7.037
H: 22.098 13.012 3.539
C: 22.892 3.736 -1.143
C: 28.471 5.881 18.210
H: 29.806 -3.703 1.245
O: 19.781 5.153 14.003
O: 17.525 5.008 14.453
O: 27.706 9.887 -2.809
H: 23.146 3.517 1.016
C: 34.141 1.627 9.470
H: 14.962 5.302 14.166
C: 28.529 -2.233 0.239
H: 22.551 -1.284 6.164
C: 34.716 9.120 5.609
H: 24.166 7.411 8.035
H: 28.964 -2.651 2.288
C: 25.207 1.231 13.452
C: 24.360 -0.454 15.245
H: 21.317 3.154 -2.620
C: 28.541 -0.728 0.350
H: 21.943 14.643 5.645
H: 22.736 4.799 -1.326
H: 16.001 6.065 8.071
C: 30.720 12.833 10.661
H: 24.146 -0.892 14.270
C: 35.359 9.251 4.225
H: 26.493 7.106 9.569
H: 17.056 1.903 14.983
C: 32.284 14.383 11.498
H: 20.659 14.074 3.659
O: 34.540 2.781 10.142
H: 25.635 2.232 13.401
H: 36.307 8.715 4.260
O: 32.340 2.706 10.332
C: 16.573 3.960 14.694
O: 20.537 13.355 6.291
H: 31.984 2.206 7.696
C: 22.375 3.389 0.257
H: 18.835 3.677 6.659
H: 18.736 12.237 5.928
O: 16.612 6.012 6.190
H: 22.400 13.053 15.537
C: 31.523 12.168 11.757
O: 26.762 11.977 -2.795
H: 17.499 4.443 8.476
H: 27.083 5.089 8.312
H: 14.417 3.604 14.208
C: 28.660 7.711 16.672
H: 26.516 8.035 7.989
H: 28.195 6.293 7.697
H: 31.919 0.401 7.944
O: 25.446 -1.586 6.694
H: 27.398 7.957 -2.278
H: 24.875 0.289 7.301
H: 34.574 1.717 8.474
O: 27.218 -1.008 16.830
H: 20.165 11.376 6.369
C: 29.519 8.644 -2.078
C: 26.334 -0.613 16.146
C: 26.472 5.941 6.478
H: 34.636 0.819 10.011
H: 24.546 13.349 14.954
C: 16.966 4.141 7.574
H: 29.310 16.934 2.619
C: 21.700 13.586 5.541
H: 34.018 9.942 5.767
C: 15.256 4.267 13.993
H: 23.467 -0.347 15.860
C: 17.337 2.705 14.300
H: 32.926 14.964 10.835
H: 29.850 7.753 -1.544
H: 27.311 8.692 18.003
C: 20.340 12.005 4.374
H: 19.563 11.915 3.614
C: 19.819 12.247 5.811
H: 22.572 12.763 11.675
C: 27.115 10.939 -2.236
H: 20.747 2.040 0.285
O: 28.487 13.179 3.941
O: 25.240 -1.276 15.912
O: 31.016 14.196 10.893
O: 33.966 7.964 5.414
C: 24.547 -0.498 6.623
H: 33.359 12.917 12.669
H: 31.919 14.266 0.719
C: 23.159 -1.112 7.053
H: 31.056 12.556 9.661
H: 22.072 1.177 0.718
H: 33.387 12.749 10.836
H: 21.508 3.978 0.555
C: 21.801 1.969 0.019
O: 26.933 10.686 -0.959
H: 28.453 5.688 16.008
H: 28.256 8.295 15.845
H: 24.236 1.344 12.969
C: 35.691 8.909 6.832
H: 22.723 -0.454 7.804
O: 34.444 8.516 3.407
C: 28.916 14.051 3.193
C: 30.491 15.174 2.006
H: 21.469 14.144 12.125
H: 26.998 6.422 16.749
C: 31.059 14.929 0.626
H: 24.507 1.712 15.426
H: 14.988 4.904 7.156
H: 28.922 -2.579 -0.717
C: 29.197 15.968 2.126
C: 22.238 13.446 12.456
H: 32.353 0.767 10.386
H: 36.472 8.165 6.675
H: 18.629 6.123 6.481
C: 17.927 5.534 5.890
O: 33.447 4.381 11.456
H: 30.122 9.511 -1.809
O: 21.722 12.656 13.519
H: 27.741 -0.343 0.981
O: 26.341 0.534 15.487
H: 24.414 12.303 13.533
C: 22.623 12.476 14.639
H: 31.261 15.554 2.678
H: 26.854 6.741 5.844
H: 35.471 10.275 3.869
C: 24.751 -2.871 6.778
C: 22.211 2.796 -2.109
H: 15.317 4.203 12.906
H: 35.074 8.618 7.682
C: 23.528 -2.516 7.658
C: 28.084 6.339 16.800
C: 33.663 7.804 4.211
H: 31.274 15.835 0.059
O: 30.100 13.968 2.623
H: 17.399 3.488 5.587
H: 28.485 9.637 0.010
H: 25.292 -3.641 7.327
C: 27.618 9.508 -0.638
C: 23.898 13.058 14.127
H: 27.853 5.070 18.593
H: 29.755 -0.086 2.118
H: 22.769 11.440 14.942
H: 24.511 -3.295 5.803
C: 28.309 8.261 18.078
O: 32.869 6.963 3.807
C: 25.070 0.888 14.987
O: 30.567 -1.711 1.175
C: 33.483 3.386 10.690
H: 29.840 8.460 -3.103
H: 21.016 11.157 4.272
H: 26.854 5.053 5.975
H: 25.911 0.593 12.918
H: 28.650 16.059 1.187
H: 26.884 8.860 -0.159

Summary:
- strongest force on any atom (eV Å⁻¹) = 6.4
- multiplicity = 1
- HOMO energy (eV) = -9.29
- calculated total energy (eV) = -119245.3526
- relative energy (zero: lowest compared OMol25 entry of this formula, charge and spin) (kJ/mol) = 405.95
- charge = 0

=====

Record 5
Below is a molecular structure, C25H23FN4O3S2W, with properties calculated with wB97M-V/def2-TZVPD.

Cartesian coordinates (Å):
C: 1.095 -2.048 3.375
C: -2.492 1.111 2.762
H: -0.683 4.020 1.013
H: 2.410 -3.891 -0.074
C: 1.350 -1.485 0.432
C: -0.651 -2.972 1.105
H: 0.699 2.847 -2.821
C: -0.438 0.219 -2.896
H: 1.570 -2.268 4.330
H: 0.611 0.153 -3.153
H: -3.030 0.374 3.345
H: 1.203 -4.080 2.646
H: -0.578 0.575 3.582
C: -1.114 1.221 2.899
C: -0.162 2.626 -2.202
N: 4.604 5.554 -0.381
H: 1.109 -4.526 -2.118
C: -0.426 2.225 2.216
C: -1.140 3.101 1.362
O: 2.515 -1.246 0.288
C: -1.239 -0.902 -3.040
H: 1.087 -2.784 -1.902
H: -2.455 -1.904 0.934
C: -2.410 1.548 -2.350
H: 0.608 2.425 2.466
C: 4.903 2.433 -1.982
H: -4.268 1.876 1.828
O: -1.199 -3.956 1.489
H: 0.014 -2.050 3.550
O: -1.586 0.367 0.096
C: 4.349 4.502 -0.771
N: -1.454 -1.829 0.790
C: 0.759 -3.732 -1.462
C: 2.767 2.664 -0.846
C: -3.210 0.458 -2.534
C: 1.497 -3.080 2.330
S: 1.576 3.422 0.136
H: 2.577 -3.079 2.186
H: 1.410 -1.040 3.086
H: -0.334 -3.768 -1.470
N: 0.378 -0.508 0.117
F: -3.370 -1.826 -2.973
H: 1.015 -4.880 0.352
C: 0.854 -2.834 0.944
C: -3.192 1.962 1.910
H: -2.851 2.508 -2.109
H: -0.740 3.526 -1.981
H: -0.835 -1.857 -3.347
C: -0.996 1.462 -2.508
W: 0.088 1.555 -0.369
C: 3.994 3.194 -1.198
N: 5.641 1.809 -2.607
H: -4.287 0.510 -2.453
C: 1.320 -3.917 -0.059
S: 2.249 1.098 -1.244
H: -3.072 3.642 0.580
C: -2.600 -0.765 -2.843
C: -2.522 2.944 1.198
C: -0.917 -0.702 0.346

Summary:
- strongest force on any atom (eV Å⁻¹) = 2.0
- multiplicity = 1
- HOMO energy (alpha / beta) (eV) = -15.08 / -15.08
- calculated total energy (eV) = -64597.8236
- relative energy (zero: lowest compared OMol25 entry of this formula, charge and spin) (kJ/mol) = 130.38
- charge = +2